# 1
This record from the OMol25 dataset describes a cluster of 7 separate species, C47H58F14INO25 in total at a distorted geometry. The level of theory is the ωB97M-V functional and the def2-TZVPD basis.

Its total energy is -5457.3496 a.u. As for the SMILES: CCOCCOCCOC[C@@]1(c2ccccc2)NC(=O)[C@@](O)(CCOCC(F)(F)C(F)(F)C(F)(F)C(F)F)[C@@]1(COC)[C@@H](I)CC.O=C1OC[C@@H](F)O1.O=C1OC[C@@H](F)O1.O=C1OC[C@@H](F)O1.O=C1OC[C@@H](F)O1.O=C1OC[C@@H](F)O1.O=C1OC[C@@H](F)O1. The orbital gap is 9.04 eV.

```
! wB97M-V def2-TZVPD RIJCOSX def2/J DEFGRID3
* xyz 0 1
C 1.77 -3.79 6.00
C 3.24 -3.43 6.00
O 3.71 -3.15 4.69
C 4.66 -4.10 4.24
C 5.05 -3.85 2.81
O 5.47 -2.53 2.62
C 5.94 -2.28 1.30
C 5.03 -1.29 0.57
O 3.68 -1.55 0.87
C 2.95 -0.40 1.24
C 1.47 -0.71 1.09
C 1.26 -1.26 -0.33
C 1.69 -0.51 -1.47
C 1.50 -0.98 -2.79
C 0.91 -2.25 -3.01
C 0.52 -3.02 -1.89
C 0.68 -2.53 -0.57
N 1.15 -1.81 2.03
C -0.15 -1.72 2.44
O -0.73 -2.50 3.11
C -0.78 -0.43 1.87
O -1.50 -0.91 0.73
C -1.76 0.15 2.92
C -3.16 -0.37 2.72
O -3.89 -0.14 3.92
C -5.27 -0.29 3.80
C -5.74 -1.58 4.46
F -5.09 -1.73 5.63
F -7.06 -1.48 4.73
C -5.51 -2.91 3.69
F -6.08 -3.88 4.43
F -4.19 -3.15 3.63
C -6.12 -3.02 2.26
F -7.31 -2.40 2.24
F -6.31 -4.33 2.02
C -5.28 -2.47 1.09
F -4.13 -3.14 0.99
F -6.01 -2.67 -0.03
C 0.46 0.43 1.49
C 0.17 1.31 0.26
O -0.61 2.47 0.57
C -1.93 2.45 0.09
C 0.89 1.41 2.61
I 1.37 0.46 4.52
C 1.98 2.41 2.17
C 2.97 2.93 3.19
H 1.61 -4.77 5.56
H 1.42 -3.82 7.03
H 1.20 -3.04 5.48
H 3.80 -4.27 6.42
H 3.42 -2.56 6.63
H 5.54 -4.08 4.90
H 4.22 -5.09 4.31
H 4.22 -4.12 2.16
H 5.88 -4.53 2.59
H 5.95 -3.22 0.74
H 6.95 -1.88 1.35
H 5.17 -1.41 -0.51
H 5.32 -0.27 0.86
H 3.24 0.44 0.61
H 3.19 -0.14 2.27
H 2.15 0.46 -1.34
H 1.81 -0.37 -3.62
H 0.75 -2.65 -3.99
H 0.09 -4.00 -2.04
H 0.35 -3.16 0.24
H 1.81 -1.97 2.79
H -1.86 -0.17 0.24
H -1.78 1.24 2.84
H -1.42 -0.12 3.91
H -3.64 0.14 1.89
H -3.14 -1.44 2.52
H -5.76 0.52 4.34
H -5.62 -0.25 2.77
H -5.08 -1.41 1.16
H -0.33 0.71 -0.50
H 1.07 1.66 -0.22
H -1.99 2.07 -0.93
H -2.60 1.86 0.72
H -2.31 3.47 0.09
H 0.01 1.97 2.88
H 1.43 3.27 1.80
H 2.52 2.03 1.31
H 3.51 3.76 2.72
H 2.50 3.33 4.08
H 3.72 2.19 3.46
C 1.17 5.02 -3.52
C 0.36 3.74 -3.57
O 1.15 2.85 -2.77
C 1.86 3.61 -1.89
O 2.39 3.18 -0.92
O 1.82 4.90 -2.24
F 0.24 3.24 -4.81
H 1.91 5.06 -4.31
H 0.57 5.92 -3.55
H -0.63 3.81 -3.11
C -3.77 -3.35 -4.57
C -2.65 -4.36 -4.59
O -1.64 -3.68 -5.32
C -1.82 -2.35 -5.12
O -0.98 -1.53 -5.32
O -3.04 -2.11 -4.59
F -2.99 -5.50 -5.25
H -4.39 -3.42 -5.47
H -4.39 -3.40 -3.68
H -2.27 -4.61 -3.60
C 0.10 10.31 -2.69
C -0.09 9.03 -1.89
O 0.19 8.04 -2.86
C 1.06 8.56 -3.76
O 1.70 7.89 -4.49
O 1.10 9.91 -3.65
F -1.37 8.89 -1.47
H -0.82 10.58 -3.20
H 0.45 11.14 -2.09
H 0.58 8.90 -1.05
C 0.61 -0.88 -7.85
C 0.39 -1.65 -9.14
O 0.84 -0.73 -10.12
C 1.77 0.08 -9.54
O 2.51 0.79 -10.14
O 1.73 -0.05 -8.20
F -0.92 -1.94 -9.36
H -0.25 -0.25 -7.62
H 0.84 -1.51 -7.00
H 0.97 -2.57 -9.22
C -0.08 6.12 2.46
C -0.28 5.63 1.04
O 0.15 6.75 0.28
C 1.06 7.44 1.03
O 1.78 8.27 0.60
O 1.01 7.03 2.31
F -1.58 5.36 0.76
H -0.96 6.66 2.81
H 0.17 5.33 3.17
H 0.33 4.76 0.77
C -1.50 -5.96 1.55
C -0.51 -6.60 0.60
O -1.22 -6.55 -0.64
C -2.07 -5.50 -0.58
O -2.62 -5.01 -1.52
O -2.21 -5.07 0.68
F -0.24 -7.88 0.91
H -2.19 -6.70 1.95
H -1.04 -5.41 2.37
H 0.43 -6.06 0.49
*
```


# 2
This record from the OMol25 dataset describes a structure of composition C47H58N3O10SSi2Tl. The level of theory is the ωB97M-V functional and the def2-TZVPD basis.

The calculation puts the energy relative to the best compared isomer or geometry (same formula, charge and spin) at 0.1 kcal per mole. Its total energy is -3892.1331 a.u. The orbital gap (alpha / beta) is 5.73 / 4.84 eV.

```
! wB97M-V def2-TZVPD RIJCOSX def2/J DEFGRID3
* xyz -2 1
Tl 0.74 -0.53 0.27
O 4.44 -1.28 3.22
C 3.56 -1.36 2.16
O 2.36 -1.45 2.39
C 4.16 -1.31 0.87
C 5.55 -1.10 0.68
C 6.06 -1.00 -0.58
C 5.17 -1.12 -1.68
C 3.84 -1.34 -1.43
N 3.29 -1.44 -0.20
C 2.88 -1.51 -2.55
O 3.40 -1.26 -3.77
O 1.72 -1.85 -2.43
H 3.86 -1.24 3.99
H 6.18 -1.00 1.55
H 7.12 -0.83 -0.74
H 5.52 -1.04 -2.70
H 2.65 -1.32 -4.39
C -2.45 -3.53 7.20
C -1.74 -2.37 6.55
C -2.61 -1.31 6.02
C -2.38 -0.45 5.01
C -1.25 -0.34 4.04
C 0.33 -1.15 5.89
C -0.41 -2.29 6.51
S -0.84 1.49 3.90
O -0.06 1.81 5.12
O -4.06 1.78 3.52
N 0.10 1.29 2.58
C 1.00 2.21 2.17
C 1.23 3.50 2.74
C 2.15 4.33 2.16
C 2.86 3.93 1.03
C 2.60 2.66 0.55
N 1.71 1.83 1.09
H -3.12 -3.18 8.00
H -1.74 -4.23 7.63
H -3.08 -4.06 6.48
H -3.58 -1.24 6.49
H -3.19 0.24 4.81
H 1.40 -1.27 6.06
H 0.17 -3.12 6.93
H 0.68 3.79 3.63
H 2.31 5.32 2.58
H 3.59 4.56 0.55
H 3.13 2.28 -0.32
O -1.39 2.56 -0.19
H -0.80 2.25 0.50
H -1.19 1.99 -0.96
O 0.80 1.29 -1.91
O -0.62 0.86 -2.23
C -0.60 -3.80 -2.26
O 0.35 -3.94 -1.22
H -1.44 -4.46 -2.03
H -0.18 -4.08 -3.23
H -0.97 -2.77 -2.33
H 0.97 -3.20 -1.33
C 0.06 -1.05 4.38
Si -1.94 -0.87 2.29
C -3.59 0.03 1.77
C -3.72 1.52 2.16
C -4.84 -0.71 2.26
C -3.59 0.08 0.23
C -2.13 -2.82 2.15
C -0.76 -3.52 2.23
C -2.72 -3.16 0.77
C -3.02 -3.46 3.23
H 0.04 -0.21 6.36
H 0.86 -0.50 3.88
H 0.09 -2.05 3.96
H -3.23 2.02 3.96
H -4.56 1.91 1.57
H -2.84 2.09 1.87
H -4.79 -0.97 3.32
H -5.00 -1.62 1.69
H -5.72 -0.07 2.12
H -2.81 0.74 -0.15
H -4.55 0.48 -0.12
H -3.45 -0.90 -0.23
H 0.02 -3.00 1.67
H -0.86 -4.53 1.81
H -0.43 -3.63 3.26
H -2.13 -2.74 -0.04
H -3.75 -2.83 0.68
H -2.72 -4.25 0.65
H -2.68 -3.23 4.23
H -2.99 -4.56 3.10
H -4.07 -3.16 3.14
C 0.00 -2.02 -6.57
C 1.05 -1.13 -6.70
C 1.18 -0.06 -5.82
C 0.27 0.14 -4.77
C -0.78 -0.78 -4.66
C -0.92 -1.84 -5.55
Si 0.42 1.56 -3.52
C -0.75 2.97 -4.01
C -1.60 2.90 -5.11
C -2.47 3.94 -5.43
C -2.51 5.07 -4.63
C -1.68 5.16 -3.52
C -0.81 4.12 -3.22
C 2.12 2.33 -4.04
C 3.29 1.96 -3.36
C 4.53 2.48 -3.71
C 4.64 3.39 -4.75
C 3.49 3.77 -5.44
C 2.26 3.25 -5.08
H -0.09 -2.86 -7.25
H 1.78 -1.26 -7.49
H 2.00 0.63 -5.94
H -1.49 -0.66 -3.85
H -1.74 -2.54 -5.42
H -1.58 2.01 -5.74
H -3.12 3.86 -6.29
H -3.19 5.88 -4.87
H -1.72 6.03 -2.88
H -0.18 4.20 -2.34
H 3.23 1.25 -2.55
H 5.42 2.17 -3.17
H 5.60 3.80 -5.03
H 3.56 4.49 -6.25
H 1.37 3.57 -5.62
*
```